[1]
Formula: C22H30N2O4
Source: OMol25
Level of theory: ωB97M-V/def2-TZVPD

Geometry as XYZ:
```
58
Properties=species:S:1:pos:R:3:forces:R:3:mulliken_charge:R:1
C -9.42725 -1.07358 0.92380 0.057 0.024 -0.053 -1.4465
C -7.98532 -0.72583 0.71122 0.020 0.012 -0.046 0.7929
C -7.08907 -0.75881 1.77220 0.076 0.040 -0.115 -0.8201
C -5.75853 -0.44069 1.60119 0.237 0.082 -0.146 -0.7690
C -5.28976 -0.07740 0.34189 -0.151 -0.056 0.182 0.7046
C -6.17440 -0.04393 -0.72629 0.298 0.074 -0.061 -0.3616
C -7.51579 -0.36344 -0.55148 0.010 -0.037 0.183 0.6654
C -8.44763 -0.31556 -1.72400 0.025 -0.007 0.048 -1.6181
H -9.25613 0.39145 -1.54096 -0.099 0.030 -0.056 0.3286
H -8.89747 -1.29303 -1.89504 -0.084 -0.042 -0.071 0.3309
H -7.92287 -0.01411 -2.62690 -0.009 0.013 -0.071 0.3659
H -5.83826 0.22976 -1.71506 0.056 0.031 -0.091 0.3333
O -3.95387 0.22250 0.26823 0.043 -0.012 0.145 -0.3234
C -3.42637 0.62041 -0.96967 -0.098 0.052 -0.493 -0.4482
C -1.98858 0.95573 -0.76961 0.420 0.168 0.999 -0.0487
C -1.26564 1.27515 0.34057 -0.314 -0.179 -0.601 -0.1617
C 0.04659 1.49494 -0.15970 -1.023 -0.244 -0.417 0.2798
N 0.06656 1.32002 -1.45930 0.877 0.298 0.076 -0.4972
O -1.18510 0.98448 -1.84643 -0.708 -0.143 0.019 -0.2563
C 1.16663 1.93410 0.71766 0.423 0.231 0.065 0.5569
O 0.89314 2.37595 1.82436 -0.334 -0.118 0.012 -0.7116
N 2.43524 1.85136 0.27198 0.170 0.147 0.070 0.0968
C 2.90394 1.25331 -0.95473 -0.025 -0.476 -0.430 -1.0865
H 2.05455 1.00924 -1.58960 0.338 0.079 0.034 0.6336
C 3.74175 0.00718 -0.65617 0.159 0.330 -0.030 -0.4820
H 4.11642 -0.39454 -1.59703 -0.008 -0.072 -0.087 0.3967
H 3.11608 -0.75522 -0.18879 -0.033 -0.041 -0.040 0.1174
C 4.90288 0.34657 0.27985 -0.080 -0.527 0.303 0.5362
C 4.33882 1.01077 1.54113 0.153 0.201 -0.344 -0.8053
H 5.14897 1.31058 2.20912 0.023 -0.014 0.060 0.4015
C 3.51076 2.23728 1.16240 -0.008 0.050 0.581 -1.2483
H 3.06570 2.69451 2.04775 0.122 0.008 -0.183 0.5471
H 4.14121 2.97460 0.65304 -0.018 -0.017 0.014 0.3662
H 3.68659 0.31696 2.07721 -0.040 -0.018 0.077 0.4037
H 5.56092 1.07050 -0.20925 0.030 0.043 -0.013 0.3329
C 5.75046 -0.89451 0.63780 0.227 0.493 -0.509 -0.6021
O 4.95858 -1.91106 1.21902 -0.239 -0.206 0.226 -0.5852
H 4.57608 -1.57857 2.03721 0.021 -0.053 -0.015 0.3907
C 6.47016 -1.54169 -0.56039 0.086 0.025 0.392 0.5997
C 7.39710 -2.64286 -0.04538 -0.312 0.029 -0.104 -1.6103
H 6.83709 -3.33998 0.57068 0.047 -0.111 0.068 0.3681
H 7.83732 -3.18686 -0.87735 0.102 -0.076 -0.065 0.4296
H 8.19966 -2.21408 0.55172 0.134 0.044 0.080 0.3598
C 7.26827 -0.53768 -1.38703 -0.280 -0.170 0.075 -1.5467
H 7.87211 -1.06937 -2.11861 0.088 -0.002 -0.080 0.4647
H 6.62180 0.14994 -1.92538 -0.022 0.147 -0.074 0.3136
H 7.93643 0.03599 -0.74766 0.118 0.114 0.053 0.3095
H 5.70554 -2.00891 -1.18673 -0.044 0.029 -0.020 0.3118
H 6.52085 -0.56964 1.35993 -0.013 -0.021 -0.097 0.3549
H 3.52618 1.99233 -1.47441 -0.064 -0.011 -0.036 0.2620
H -1.59066 1.34743 1.35494 -0.104 0.019 0.211 0.5255
H -3.95321 1.50920 -1.35453 0.040 -0.183 0.033 0.3781
H -3.50806 -0.18055 -1.72021 -0.037 0.125 0.085 0.4105
H -5.06416 -0.46550 2.42526 0.093 -0.004 0.118 0.4389
H -7.44146 -1.03886 2.75435 -0.039 -0.029 0.101 0.3109
H -9.60938 -1.33263 1.96343 -0.063 -0.024 0.049 0.3681
H -9.71620 -1.91954 0.30065 -0.116 -0.061 -0.015 0.3204
H -10.06927 -0.23377 0.65914 -0.132 0.012 0.000 0.3218
```
Positions in Å, forces in eV/Å.

electronic energy	-34470.40487	eV
largest force on an atom	0.022	hartree/bohr
SMILES	Cc1ccc(OCc2cc(C(=O)N3CCC([C@@H](O)C(C)C)CC3)no2)cc1C
HOMO	-8.45	eV
Kohn-Sham gap	9.2	eV

[2]
Formula: C6H9NO
Source: OMol25
Level of theory: ωB97M-V/def2-TZVPD

Geometry as XYZ:
```
17
Properties=species:S:1:pos:R:3:forces:R:3:mulliken_charge:R:1
C -2.42786 0.85996 0.73430 -0.367 0.002 3.382 -0.6009
C -0.63676 -0.08162 -0.31200 6.540 -0.340 1.348 0.3935
C 0.10733 -0.53948 -1.27841 0.256 0.509 -3.041 -0.7176
C 1.56442 -0.47229 -0.69659 -2.556 -1.023 0.429 -0.2867
C 1.35364 -1.05282 0.72741 3.573 -6.608 -0.213 -0.9576
C 0.63042 0.16430 0.74816 -3.719 2.531 6.648 0.4392
H -1.45875 0.92440 1.65925 -3.541 -0.621 -2.681 0.2484
H -2.64485 2.15425 0.62900 0.232 -4.266 -0.589 0.2412
H -3.63488 -0.01030 1.14257 3.745 3.229 -1.033 0.2439
H -0.40858 -0.54065 -2.31514 1.764 -0.604 1.443 0.2505
H 2.24376 -0.73947 -1.35864 3.575 -1.383 -2.795 0.7692
H 1.10059 -2.24994 1.09464 -0.473 3.544 -1.685 0.1919
H 2.35563 -1.01339 1.21849 -0.782 0.731 -0.053 0.2895
H 0.45424 0.37905 1.90628 -0.214 0.886 -2.364 0.2876
H 1.16842 1.37351 -0.56729 -0.601 2.783 -1.759 0.3263
N 1.75927 0.86364 0.00297 -1.950 -2.357 0.603 -0.7628
O -1.87970 0.05110 -0.37090 -5.483 2.988 2.359 -0.3557
```
Positions in Å, forces in eV/Å.

electronic energy	-9895.93556	eV
largest force on an atom	0.156	hartree/bohr
HOMO	-8.40	eV
Kohn-Sham gap	8.9	eV

[3]
Formula: C7H12O
Source: OMol25
Level of theory: ωB97M-V/def2-TZVPD

Geometry as XYZ:
```
20
Properties=species:S:1:pos:R:3:forces:R:3:mulliken_charge:R:1
C -1.14802 -1.76369 -2.11988 -0.780 1.360 0.297 -0.9693
C -1.30084 -1.01797 -0.76799 -0.853 1.321 -0.484 -0.3928
C -0.04580 -0.86428 0.02048 1.051 -0.800 3.555 0.5557
C 0.84124 -1.89365 0.10972 -0.408 -2.354 -1.738 -1.1894
C 0.64859 2.69134 1.40738 -1.799 -0.930 1.657 -0.6273
O 1.99037 2.56613 1.87264 0.911 0.113 0.996 -0.4603
C 0.09014 1.49965 0.68358 0.302 1.962 -0.795 -0.3510
C 0.15773 0.17019 1.04596 -0.858 0.827 -1.755 -0.6255
H -0.47591 -2.58780 -2.04076 0.482 -0.511 0.076 0.2658
H -2.14128 -2.15922 -2.32596 -0.026 -0.033 -0.628 0.3387
H -0.79338 -1.09041 -2.92960 -0.270 -0.434 0.416 0.2204
H -1.62430 0.04288 -0.87805 -0.102 -0.584 -0.611 0.2204
H -2.21010 -1.44533 -0.24208 1.282 -0.002 0.053 0.2400
H 0.60535 -2.82931 -0.44308 0.104 0.413 0.296 0.2339
H 1.82389 -1.99561 0.52800 0.190 0.824 0.570 0.3127
H 0.00695 2.84711 2.39183 1.436 0.048 -1.343 0.1488
H 0.60026 3.61013 0.82935 -0.485 0.064 -0.283 0.2350
H 2.62510 2.42478 1.15743 -0.608 -0.157 -0.252 0.2842
H -0.24572 1.79042 -0.31139 -0.023 -0.339 -0.160 0.2016
H 0.59573 0.00463 2.01242 0.455 -0.789 0.132 0.3583
```
Positions in Å, forces in eV/Å.

electronic energy	-9497.89183	eV
largest force on an atom	0.074	hartree/bohr
net charge	-1
HOMO (spin up / spin down)	0.40 / -3.23	eV
Kohn-Sham gap (spin up / spin down)	3.7 / 7.2	eV
2S+1	2

[4]
Formula: C22H35ClEuO2P2
Source: OMol25
Level of theory: ωB97M-V/def2-TZVPD

Geometry as XYZ:
```
63
Properties=species:S:1:pos:R:3:forces:R:3:mulliken_charge:R:1
P 2.91395 2.77001 -1.05578 -0.427 -0.289 -0.954 1.4212
P 1.48685 0.53384 -3.23089 1.911 0.379 -0.209 1.6245
C 3.62406 2.46096 -2.73848 0.334 0.524 0.178 -1.2560
C 2.54327 1.98546 -3.71437 0.248 0.115 -0.431 -1.2972
H 4.46598 1.74924 -2.65564 -0.414 0.166 -0.100 0.4147
H 4.03682 3.42658 -3.07700 0.091 -0.429 -0.266 0.5774
H 1.87104 2.80212 -4.02727 0.238 -0.216 0.292 0.4659
H 3.04120 1.62743 -4.63032 -0.210 0.217 0.015 0.6589
C 2.64310 -0.82189 -3.52570 0.210 -0.211 -0.912 -1.6267
H 2.13215 -1.78490 -3.38100 0.296 0.302 -0.062 0.4537
H 3.50328 -0.73836 -2.84409 -0.328 -0.030 -0.210 0.3703
H 2.97668 -0.73120 -4.56650 0.258 -0.346 0.200 0.4952
C 0.29132 0.56913 -4.55086 -0.215 -0.217 -0.533 -1.5310
H 0.83460 0.29806 -5.46880 -0.251 0.128 0.115 0.4383
H -0.09374 1.59451 -4.65274 -0.035 -0.425 0.109 0.4237
H -0.53657 -0.13020 -4.37381 0.271 0.303 -0.008 0.3889
C 4.39285 3.06039 -0.06446 0.405 0.611 -0.011 -1.3809
H 4.08792 3.09586 0.99049 0.293 0.063 -0.274 0.3159
H 4.84544 4.01462 -0.36742 0.263 -0.220 0.310 0.3998
H 5.10167 2.23310 -0.22256 -0.205 0.294 0.132 0.3594
C 2.18941 4.42154 -1.37362 0.419 0.457 0.096 -1.5624
H 1.42028 4.38283 -2.16518 0.391 -0.077 0.408 0.2511
H 3.00323 5.09201 -1.68317 -0.286 0.113 0.052 0.5477
H 1.73144 4.79189 -0.44530 0.145 0.016 -0.426 0.3534
Eu -0.30509 -2.37979 2.58876 0.486 -0.239 -0.862 1.1277
C -0.69146 0.32912 -1.59755 0.114 -2.200 -0.885 -1.5307
C 0.71539 -0.08375 -1.69730 -2.071 -0.173 2.602 0.1174
C 1.69644 0.03317 -0.45207 0.792 -0.630 -1.082 -0.2895
C 1.26003 0.58707 0.91450 0.886 -0.424 -0.002 0.1512
C 1.35683 2.10657 1.09753 -1.438 0.459 0.816 -0.6520
C 0.43426 2.94423 0.56844 0.360 -0.243 0.180 -1.1232
C -0.17399 2.54902 -0.72509 -0.955 -0.251 -0.029 0.6193
C -1.16575 1.33708 -0.68309 -0.658 1.740 0.361 -1.0435
C -1.20127 -0.28899 3.26352 -0.301 0.367 0.070 -1.4902
H -1.41042 -0.22687 -2.20737 0.270 -0.014 0.342 0.3117
H 0.67916 -1.15511 -1.95901 0.252 0.347 -0.350 1.1296
H 2.56704 0.65326 -0.77465 -0.669 -0.762 0.354 -0.3689
H 2.14891 -0.96189 -0.30268 -0.411 -0.031 0.071 0.3689
H 0.29797 0.14443 1.26602 0.416 0.862 -0.493 -1.0536
H 1.98668 0.16832 1.64377 -0.138 0.150 -0.344 0.5990
H 2.07499 2.47065 1.84796 -0.701 -0.261 0.084 0.6797
H 0.21010 3.94640 0.93640 0.656 -0.090 0.047 0.6000
H 0.68920 2.22264 -1.35399 -0.471 0.303 0.213 -1.1182
H -0.63896 3.38769 -1.27115 0.106 -0.161 0.390 0.6627
H -1.34464 1.00169 0.35794 0.144 0.332 -0.083 0.1236
H -2.14459 1.72446 -1.02850 0.286 -0.241 0.253 0.4558
H -2.26467 -0.47756 2.98999 0.466 0.322 0.281 0.2804
H -0.88970 0.70900 2.92514 -0.248 -0.150 0.293 0.4186
H -1.08783 -0.37514 4.35616 -0.247 0.332 0.038 0.4122
Cl -7.55118 -6.50508 5.11221 -0.333 -0.100 0.060 -0.2119
C -6.20226 -5.65937 4.46727 1.167 0.653 -0.534 0.4353
C -4.94256 -5.82980 5.05711 -0.335 0.104 -0.254 -0.6182
C -3.84295 -5.16633 4.52111 -0.265 -0.447 0.430 -0.2857
C -3.95598 -4.34970 3.39995 -0.245 0.056 0.148 -0.0305
C -5.22644 -4.14676 2.83079 -0.003 -0.197 0.171 -0.1705
C -6.34771 -4.80563 3.35681 0.255 -0.258 0.372 -0.5767
C -2.66521 -3.72967 2.94863 1.328 0.898 -0.652 0.8280
O -1.60823 -4.01248 3.65227 -1.340 0.104 -0.545 -0.8180
O -2.56761 -2.93558 1.94083 -0.708 -1.496 1.303 -0.7925
H -4.82015 -6.48070 5.92155 -0.117 0.170 -0.204 0.3716
H -2.87059 -5.28920 4.99846 -0.297 0.058 -0.283 0.3670
H -5.35974 -3.47230 1.98516 0.189 -0.196 0.174 0.4304
H -7.34423 -4.68609 2.92866 0.374 0.083 0.040 0.3774
```
Positions in Å, forces in eV/Å.

electronic energy	-77899.56177	eV
largest force on an atom	0.065	hartree/bohr
HOMO (spin up / spin down)	-4.67 / -4.68	eV
Kohn-Sham gap (spin up / spin down)	4.3 / 4.3	eV
2S+1	8

[5]
Formula: C3H3Cl3N4
Source: OMol25
Level of theory: ωB97M-V/def2-TZVPD

Geometry as XYZ:
```
13
Properties=species:S:1:pos:R:3:forces:R:3:mulliken_charge:R:1
C -2.45401 -0.03758 -0.22352 -1.072 0.574 0.365 0.0566
C -1.82230 0.84441 0.52076 0.547 0.090 -0.574 0.0554
C -2.02247 -1.45044 -0.31175 -1.011 -2.746 -1.229 0.0928
N -0.68126 -1.70916 -0.85223 -2.777 -1.930 -1.300 -0.4543
N 0.28586 -1.08858 -0.53978 3.024 1.109 -0.769 0.1628
N 0.47861 -0.31156 0.40967 -0.056 2.094 3.290 0.2732
N 1.56034 0.52952 0.43177 -0.109 1.432 -2.612 -0.6040
Cl -4.06836 0.37073 -0.90022 0.867 -0.311 0.160 -0.1890
Cl -2.05650 2.48166 0.81376 0.154 -0.549 -0.008 -0.1016
Cl -2.06602 -2.25290 1.34696 -0.088 0.253 -0.472 -0.1598
H -2.70360 -2.18499 -1.00508 1.406 2.375 1.867 0.3666
H 1.92077 0.88640 1.29889 -0.756 -0.829 0.825 0.2572
H 1.49985 1.37530 -0.19861 -0.130 -1.563 0.457 0.2441
```
Positions in Å, forces in eV/Å.

electronic energy	-46680.22353	eV
largest force on an atom	0.076	hartree/bohr
HOMO (spin up / spin down)	-9.31 / -8.67	eV
Kohn-Sham gap (spin up / spin down)	7.9 / 7.2	eV